--- w ---
A cluster of 11 separate species, C44H121N11O11 in total. Source: OMol25; level of theory: the ωB97M-V functional and the def2-TZVPD basis.

```
! wB97M-V def2-TZVPD RIJCOSX def2/J DEFGRID3
* xyz 0 1
C -0.81 -0.97 0.64
O -0.34 -1.61 -0.53
C 0.79 -0.93 -1.02
C 0.57 -0.15 -2.33
C 1.88 0.28 -2.99
N -0.40 0.92 -2.12
H -1.18 0.05 0.55
H -0.05 -1.04 1.42
H -1.68 -1.55 0.98
H 1.36 -0.35 -0.29
H 1.50 -1.72 -1.34
H 0.22 -0.95 -3.00
H 2.43 -0.66 -3.15
H 2.62 0.67 -2.27
H 1.85 0.83 -3.92
H -0.56 1.42 -3.00
H -1.27 0.40 -2.01
C -3.93 0.14 -3.25
O -4.27 -1.00 -2.51
C -3.17 -1.52 -1.77
C -3.46 -2.95 -1.36
C -3.58 -3.89 -2.56
N -4.64 -3.09 -0.49
H -3.51 0.93 -2.61
H -4.85 0.58 -3.65
H -3.26 -0.09 -4.08
H -2.18 -1.46 -2.24
H -3.16 -0.92 -0.85
H -2.57 -3.28 -0.80
H -4.20 -4.77 -2.35
H -2.66 -4.39 -2.86
H -4.03 -3.42 -3.44
H -5.33 -2.76 -1.17
H -4.59 -2.33 0.20
C -3.27 -4.28 3.51
O -2.45 -4.48 4.65
C -2.31 -5.89 4.95
C -3.62 -6.46 5.48
C -3.79 -6.09 6.97
N -3.54 -7.93 5.40
H -2.98 -3.33 3.06
H -4.31 -4.23 3.83
H -3.22 -5.03 2.72
H -2.03 -6.43 4.05
H -1.52 -5.95 5.70
H -4.48 -6.15 4.89
H -4.21 -5.08 7.07
H -2.83 -6.08 7.48
H -4.41 -6.78 7.54
H -3.05 -8.41 6.13
H -4.42 -8.36 5.21
C -1.46 2.94 0.68
O -1.60 4.12 1.46
C -0.82 4.12 2.66
C -1.19 5.40 3.41
C -0.27 5.52 4.63
N -2.56 5.34 3.97
H -1.82 2.11 1.29
H -0.40 2.76 0.48
H -2.03 3.07 -0.23
H -1.17 3.23 3.20
H 0.26 4.05 2.48
H -1.27 6.26 2.75
H -0.52 4.84 5.45
H -0.21 6.54 4.99
H 0.76 5.19 4.42
H -2.65 4.45 4.46
H -3.23 5.37 3.21
C -6.07 0.46 0.44
O -5.31 -0.27 1.38
C -4.44 0.56 2.11
C -3.70 -0.27 3.13
C -4.74 -0.96 4.02
N -2.87 0.53 4.03
H -6.75 1.15 0.95
H -6.72 -0.19 -0.14
H -5.41 1.03 -0.22
H -3.76 1.09 1.42
H -5.03 1.30 2.66
H -3.11 -1.10 2.73
H -5.33 -1.67 3.43
H -5.37 -0.27 4.58
H -4.26 -1.68 4.69
H -2.65 0.02 4.87
H -1.92 0.71 3.73
C 0.12 -2.19 4.38
O -0.28 -0.92 4.83
C -0.22 -0.82 6.25
C -1.56 -1.01 6.98
C -1.47 -0.61 8.44
N -2.11 -2.36 6.82
H 1.18 -2.41 4.58
H 0.11 -2.19 3.29
H -0.51 -3.02 4.71
H 0.51 -1.51 6.69
H 0.10 0.20 6.47
H -2.32 -0.34 6.57
H -2.40 -0.67 8.99
H -1.06 0.40 8.54
H -0.69 -1.19 8.96
H -1.47 -3.07 7.16
H -2.19 -2.55 5.83
C 5.10 -0.98 0.06
O 4.93 0.33 -0.44
C 6.12 1.11 -0.30
C 5.80 2.58 -0.34
C 5.23 3.02 -1.70
N 7.00 3.36 0.01
H 4.33 -1.63 -0.36
H 4.82 -0.95 1.12
H 6.11 -1.39 0.00
H 6.63 0.83 0.63
H 6.84 0.73 -1.05
H 4.96 2.68 0.36
H 4.39 2.37 -1.96
H 5.95 2.92 -2.51
H 4.91 4.06 -1.64
H 6.62 4.22 0.40
H 7.52 3.52 -0.84
C -1.22 6.57 -0.41
O -0.20 6.45 -1.36
C 0.25 5.11 -1.60
C 1.38 5.13 -2.59
C 1.12 5.99 -3.83
N 1.74 3.77 -3.03
H -1.65 7.58 -0.42
H -0.85 6.50 0.62
H -2.08 5.90 -0.52
H 0.62 4.74 -0.63
H -0.67 4.58 -1.87
H 2.22 5.47 -1.99
H 0.59 5.41 -4.59
H 2.08 6.31 -4.24
H 0.54 6.87 -3.55
H 0.89 3.36 -3.42
H 2.03 3.16 -2.27
C 8.44 1.76 -4.03
O 7.10 1.91 -4.43
C 6.69 0.88 -5.29
C 5.43 1.29 -6.06
C 4.36 1.82 -5.11
N 4.93 0.12 -6.79
H 9.09 1.93 -4.90
H 8.75 0.82 -3.58
H 8.67 2.57 -3.33
H 7.39 0.57 -6.08
H 6.48 -0.01 -4.69
H 5.55 2.13 -6.76
H 3.65 2.37 -5.72
H 4.78 2.31 -4.24
H 3.78 0.99 -4.69
H 4.16 0.44 -7.37
H 5.65 -0.23 -7.41
C 2.76 -3.12 2.14
O 1.89 -4.17 2.57
C 0.69 -4.39 1.86
C 1.06 -4.87 0.42
C -0.15 -5.39 -0.37
N 1.99 -6.01 0.55
H 3.30 -3.30 1.21
H 3.43 -3.06 3.00
H 2.13 -2.23 2.02
H 0.21 -5.20 2.40
H 0.00 -3.54 1.79
H 1.54 -4.10 -0.19
H 0.18 -5.94 -1.24
H -0.80 -4.53 -0.57
H -0.79 -5.99 0.29
H 1.43 -6.85 0.52
H 2.53 -5.95 1.40
C 0.94 3.45 -8.13
O 0.31 2.83 -7.04
C -0.19 1.55 -7.28
C -0.51 0.89 -5.93
C -1.23 -0.46 -5.93
N -1.18 1.83 -4.98
H 1.26 4.45 -7.87
H 0.19 3.58 -8.92
H 1.76 2.84 -8.52
H -1.10 1.57 -7.91
H 0.54 0.97 -7.86
H 0.48 0.64 -5.55
H -0.68 -1.27 -6.43
H -2.15 -0.40 -6.52
H -1.39 -0.79 -4.91
H -2.11 2.09 -5.27
H -0.51 2.59 -5.10
*
```

HOMO level in eV: -8.93
SMILES: COC[C@H](C)N.COC[C@H](C)N.COC[C@H](C)N.COC[C@H](C)N.COC[C@H](C)N.COC[C@H](C)N.COC[C@H](C)N.COC[C@H](C)N.COC[C@H](C)N.COC[C@H](C)N.COC[C@H](C)N
Gap between HOMO and LUMO in eV: 9.46


--- x ---
A structure of composition C44H121N11O11. Source: OMol25; level of theory: the ωB97M-V functional and the def2-TZVPD basis.

```
! wB97M-V def2-TZVPD RIJCOSX def2/J DEFGRID3
* xyz 0 1
C 17.09 29.25 -23.61
C 16.27 28.30 -24.53
C 15.10 27.35 -24.14
O 15.24 26.75 -22.90
C 14.14 25.93 -22.54
N 16.05 28.98 -25.82
H 16.79 30.29 -23.78
H 18.18 29.27 -23.73
H 16.83 29.21 -22.55
H 17.00 27.56 -24.85
H 15.02 26.67 -24.99
H 14.17 27.91 -24.16
H 13.65 25.35 -23.32
H 13.32 26.36 -21.97
H 14.63 25.12 -21.99
H 16.82 29.61 -26.00
H 16.16 28.39 -26.63
C 10.18 21.20 -24.38
C 11.48 21.83 -24.00
C 11.87 21.48 -22.60
O 11.03 22.07 -21.66
C 11.36 21.80 -20.33
N 12.47 21.51 -24.99
H 9.66 21.73 -25.17
H 9.53 21.36 -23.51
H 10.27 20.16 -24.69
H 11.21 22.88 -23.98
H 12.85 21.95 -22.51
H 12.07 20.43 -22.37
H 12.24 22.38 -20.06
H 11.61 20.75 -20.19
H 10.59 22.05 -19.61
H 13.19 20.96 -24.54
H 11.99 21.02 -25.73
C 16.04 26.71 -18.53
C 17.26 25.96 -19.19
C 17.23 24.43 -18.87
O 18.57 23.91 -19.01
C 18.66 22.53 -18.88
N 17.22 26.29 -20.61
H 16.14 26.67 -17.44
H 15.07 26.31 -18.83
H 16.03 27.71 -18.95
H 18.19 26.31 -18.74
H 16.43 23.95 -19.43
H 17.02 24.10 -17.85
H 17.99 22.17 -19.66
H 18.39 22.07 -17.93
H 19.66 22.15 -19.09
H 18.08 26.03 -21.07
H 16.98 27.26 -20.77
C 6.19 25.24 -23.20
C 6.57 26.36 -22.25
C 7.94 26.01 -21.62
O 8.29 27.06 -20.60
C 9.51 26.68 -19.86
N 6.58 27.64 -22.88
H 5.50 25.60 -23.96
H 5.67 24.43 -22.69
H 7.13 24.80 -23.53
H 5.81 26.45 -21.48
H 8.75 25.70 -22.27
H 7.78 25.06 -21.09
H 9.51 25.84 -19.16
H 9.85 27.51 -19.23
H 10.35 26.58 -20.55
H 7.16 27.59 -23.71
H 6.91 28.38 -22.28
C 9.38 27.45 -17.11
C 10.87 27.53 -17.56
C 11.36 28.84 -18.12
O 12.69 28.84 -18.47
C 13.02 30.18 -18.96
N 11.71 26.95 -16.47
H 9.24 26.42 -16.79
H 8.67 27.54 -17.92
H 9.19 28.20 -16.34
H 10.94 26.72 -18.29
H 11.18 29.49 -17.27
H 10.69 29.19 -18.91
H 12.55 30.94 -18.34
H 12.68 30.39 -19.98
H 14.10 30.12 -19.02
H 11.51 25.98 -16.30
H 12.68 27.03 -16.73
C 9.51 23.70 -18.83
C 9.03 22.36 -18.58
C 7.91 22.34 -17.63
O 8.01 23.38 -16.67
C 6.93 23.59 -15.78
N 8.69 21.76 -19.88
H 10.25 23.73 -19.63
H 10.15 23.98 -18.00
H 8.71 24.40 -19.08
H 9.76 21.66 -18.18
H 7.73 21.43 -17.07
H 6.96 22.57 -18.12
H 7.02 24.59 -15.38
H 7.14 22.75 -15.11
H 6.01 23.57 -16.37
H 8.38 20.80 -19.88
H 9.50 21.96 -20.44
C 14.28 23.22 -22.26
C 15.61 23.22 -21.55
C 15.73 22.25 -20.35
O 14.59 22.47 -19.51
C 14.51 21.75 -18.31
N 16.67 22.89 -22.49
H 14.26 23.30 -23.35
H 13.61 23.88 -21.71
H 13.90 22.20 -22.21
H 15.82 24.22 -21.16
H 16.60 22.46 -19.73
H 15.86 21.24 -20.76
H 14.65 20.69 -18.52
H 13.64 21.89 -17.67
H 15.32 22.07 -17.66
H 16.73 23.70 -23.09
H 17.51 23.02 -21.94
C 3.35 21.71 -24.06
C 4.87 21.94 -24.01
C 5.46 22.54 -22.68
O 6.89 22.63 -22.86
C 7.64 22.93 -21.73
N 5.62 20.66 -24.07
H 2.76 22.57 -23.75
H 3.08 20.99 -23.29
H 3.05 21.32 -25.03
H 5.12 22.61 -24.83
H 5.00 21.95 -21.88
H 5.11 23.55 -22.48
H 7.32 23.85 -21.25
H 8.71 22.91 -21.92
H 7.41 22.18 -20.98
H 5.61 20.61 -23.07
H 6.58 20.95 -24.25
C 5.99 24.73 -26.94
C 6.88 25.79 -26.32
C 8.35 25.34 -25.89
O 8.22 24.51 -24.72
C 9.35 24.61 -23.86
N 6.79 26.95 -27.18
H 5.84 24.01 -26.14
H 6.59 24.22 -27.70
H 5.05 25.20 -27.24
H 6.48 26.19 -25.39
H 8.85 26.31 -25.80
H 8.95 24.87 -26.66
H 10.24 24.58 -24.48
H 9.25 23.82 -23.12
H 9.21 25.55 -23.32
H 7.66 27.21 -27.62
H 6.02 26.86 -27.83
C 15.20 27.53 -13.59
C 14.08 26.67 -14.32
C 14.19 26.37 -15.87
O 13.25 25.49 -16.43
C 13.51 25.20 -17.82
N 13.91 25.42 -13.49
H 16.23 27.27 -13.84
H 14.93 27.50 -12.54
H 15.23 28.59 -13.83
H 13.16 27.26 -14.35
H 15.13 25.84 -16.00
H 14.26 27.29 -16.45
H 13.83 26.08 -18.37
H 12.64 24.77 -18.30
H 14.42 24.63 -18.04
H 14.76 24.88 -13.45
H 13.36 24.81 -14.09
C 12.16 26.40 -19.47
C 12.80 25.09 -19.95
C 11.97 24.65 -21.17
O 10.57 24.31 -20.79
C 9.79 24.29 -21.98
N 14.08 25.47 -20.37
H 11.89 27.06 -20.29
H 12.77 26.92 -18.73
H 11.25 26.16 -18.92
H 12.75 24.29 -19.22
H 12.39 23.84 -21.76
H 11.94 25.45 -21.91
H 9.74 25.22 -22.53
H 8.80 23.88 -21.77
H 10.23 23.51 -22.61
H 14.64 26.05 -19.76
H 14.58 24.61 -20.55
*
```

HOMO level in eV: -7.67
Gap between HOMO and LUMO in eV: 8.04


--- y ---
A structure of composition C44H121N11O11. Source: OMol25; level of theory: the ωB97M-V functional and the def2-TZVPD basis.

```
! wB97M-V def2-TZVPD RIJCOSX def2/J DEFGRID3
* xyz 0 1
C -17.02 -25.77 7.63
C -17.67 -24.41 7.56
C -17.87 -23.80 8.95
O -18.96 -24.47 9.54
C -19.35 -23.86 10.74
N -16.75 -23.55 6.80
H -16.15 -25.70 8.28
H -16.67 -26.03 6.63
H -17.64 -26.53 8.11
H -18.66 -24.44 7.12
H -18.11 -22.74 8.85
H -16.99 -23.90 9.59
H -20.09 -24.43 11.31
H -19.92 -22.99 10.43
H -18.52 -23.59 11.38
H -16.03 -23.35 7.48
H -17.13 -22.65 6.55
C -20.85 -23.18 7.56
C -20.75 -21.67 7.67
C -19.87 -21.12 8.83
O -19.97 -19.66 8.85
C -19.02 -19.03 9.75
N -20.31 -21.05 6.41
H -21.30 -23.37 6.59
H -21.29 -23.63 8.45
H -19.85 -23.60 7.46
H -21.76 -21.32 7.89
H -18.82 -21.43 8.80
H -20.22 -21.41 9.82
H -19.23 -19.25 10.79
H -19.09 -17.95 9.67
H -18.01 -19.37 9.51
H -20.29 -20.09 6.71
H -21.06 -21.12 5.74
C -21.31 -25.63 8.59
C -22.51 -26.32 7.97
C -22.09 -27.49 7.03
O -21.44 -26.96 5.90
C -21.08 -27.96 4.99
N -23.27 -26.84 9.13
H -20.67 -25.26 7.79
H -20.69 -26.37 9.11
H -21.61 -24.82 9.26
H -23.22 -25.60 7.57
H -23.01 -28.02 6.78
H -21.49 -28.21 7.59
H -20.35 -27.59 4.26
H -22.02 -28.37 4.63
H -20.61 -28.82 5.47
H -23.58 -26.00 9.60
H -24.11 -27.17 8.68
C -15.71 -21.47 6.86
C -17.20 -21.02 7.21
C -17.65 -19.63 6.61
O -17.03 -18.71 7.45
C -17.21 -17.43 6.98
N -18.02 -22.11 6.69
H -14.86 -20.83 7.10
H -15.55 -21.63 5.79
H -15.56 -22.42 7.37
H -17.33 -20.80 8.27
H -18.73 -19.57 6.76
H -17.46 -19.48 5.55
H -18.24 -17.19 6.74
H -16.61 -17.24 6.09
H -16.82 -16.72 7.71
H -19.00 -21.87 6.68
H -17.98 -22.16 5.68
C -15.87 -19.71 10.40
C -16.67 -18.47 10.67
C -16.16 -17.51 11.69
O -15.92 -18.23 12.84
C -15.42 -17.47 13.92
N -16.76 -17.78 9.39
H -14.94 -19.56 9.86
H -16.50 -20.39 9.82
H -15.75 -20.32 11.29
H -17.67 -18.85 10.90
H -16.90 -16.73 11.87
H -15.22 -17.05 11.40
H -14.55 -16.87 13.65
H -15.10 -18.07 14.77
H -16.18 -16.78 14.27
H -17.66 -17.31 9.39
H -16.70 -18.47 8.65
C -21.48 -18.88 7.23
C -21.36 -17.47 8.00
C -20.49 -16.38 7.30
O -21.01 -16.14 6.00
C -20.47 -15.06 5.31
N -22.68 -16.92 8.18
H -22.06 -18.74 6.33
H -22.04 -19.60 7.83
H -20.51 -19.22 6.85
H -20.88 -17.62 8.96
H -19.45 -16.66 7.19
H -20.55 -15.46 7.88
H -19.47 -15.36 4.98
H -20.43 -14.12 5.85
H -21.06 -15.00 4.40
H -23.28 -17.70 7.97
H -22.76 -16.37 7.33
C -20.60 -22.57 2.02
C -20.69 -21.93 3.38
C -21.96 -22.29 4.25
O -21.90 -21.59 5.51
C -23.04 -21.73 6.29
N -19.43 -22.26 4.13
H -19.70 -22.42 1.42
H -21.37 -22.16 1.36
H -20.87 -23.62 1.97
H -20.70 -20.84 3.35
H -22.05 -23.33 4.56
H -22.83 -21.99 3.66
H -24.00 -21.41 5.88
H -22.90 -21.00 7.09
H -23.22 -22.73 6.69
H -19.27 -23.25 4.02
H -19.63 -22.10 5.10
C -19.21 -17.35 12.94
C -20.29 -16.86 11.97
C -19.69 -15.80 11.01
O -18.66 -16.38 10.23
C -17.97 -15.39 9.49
N -20.82 -17.93 11.17
H -18.48 -18.04 12.51
H -19.68 -17.91 13.74
H -18.65 -16.62 13.52
H -21.14 -16.43 12.49
H -19.32 -15.00 11.65
H -20.34 -15.31 10.29
H -17.70 -14.51 10.09
H -18.55 -14.96 8.68
H -17.06 -15.74 9.02
H -20.25 -17.88 10.33
H -21.76 -17.66 10.92
C -19.18 -25.49 1.94
C -18.34 -24.60 2.85
C -18.70 -24.77 4.35
O -20.02 -24.23 4.54
C -20.62 -24.52 5.81
N -16.96 -24.95 2.62
H -19.05 -26.52 2.27
H -18.96 -25.26 0.90
H -20.25 -25.33 2.13
H -18.48 -23.56 2.56
H -17.99 -24.18 4.94
H -18.54 -25.81 4.62
H -21.61 -24.08 5.78
H -20.05 -24.26 6.71
H -20.76 -25.59 5.95
H -16.62 -24.70 1.70
H -16.29 -24.65 3.31
C -18.15 -18.89 16.58
C -18.75 -18.99 15.17
C -17.90 -19.81 14.22
O -18.47 -19.83 12.92
C -17.70 -20.65 12.11
N -20.09 -19.58 15.29
H -18.93 -18.47 17.21
H -17.30 -18.22 16.67
H -17.79 -19.82 17.02
H -18.98 -17.98 14.82
H -17.73 -20.83 14.56
H -16.93 -19.32 14.22
H -18.09 -21.63 12.40
H -16.63 -20.59 12.33
H -17.86 -20.54 11.04
H -19.94 -20.55 15.52
H -20.51 -19.63 14.37
C -20.71 -21.53 13.40
C -20.66 -20.55 12.24
C -21.99 -20.64 11.42
O -22.28 -21.88 10.92
C -23.38 -21.81 9.98
N -20.31 -19.22 12.77
H -21.28 -21.00 14.16
H -19.77 -21.85 13.84
H -21.30 -22.43 13.25
H -19.84 -20.74 11.55
H -21.82 -19.83 10.70
H -22.86 -20.30 11.98
H -23.29 -21.12 9.14
H -24.31 -21.64 10.51
H -23.46 -22.76 9.44
H -19.36 -19.10 13.09
H -20.49 -18.45 12.14
*
```

HOMO level in eV: -5.94
Gap between HOMO and LUMO in eV: 6.23


--- z ---
A cluster of 11 separate species, C44H121N11O11 in total. Source: OMol25; level of theory: the ωB97M-V functional and the def2-TZVPD basis.

```
! wB97M-V def2-TZVPD RIJCOSX def2/J DEFGRID3
* xyz 0 1
C 13.67 -21.33 -12.02
O 14.15 -20.84 -13.27
C 13.28 -21.22 -14.34
C 13.84 -20.64 -15.63
C 13.57 -19.15 -15.75
N 13.27 -21.33 -16.79
H 14.15 -20.65 -11.31
H 14.05 -22.33 -11.79
H 12.58 -21.27 -11.99
H 13.22 -22.31 -14.44
H 12.33 -20.77 -14.01
H 14.90 -20.89 -15.62
H 14.34 -18.85 -16.47
H 13.86 -18.56 -14.89
H 12.66 -18.89 -16.28
H 13.68 -22.24 -16.95
H 13.45 -20.84 -17.66
C 6.87 -15.75 -17.45
O 5.86 -16.56 -18.00
C 4.57 -16.14 -17.68
C 3.52 -17.21 -18.11
C 4.06 -18.61 -17.92
N 3.07 -17.00 -19.49
H 6.92 -15.82 -16.36
H 6.53 -14.71 -17.52
H 7.86 -15.97 -17.82
H 4.55 -16.12 -16.58
H 4.25 -15.23 -18.20
H 2.68 -17.17 -17.42
H 4.31 -18.92 -16.90
H 4.90 -18.83 -18.59
H 3.29 -19.37 -18.11
H 3.14 -16.02 -19.70
H 3.72 -17.51 -20.09
C 8.22 -18.24 -20.82
O 9.52 -18.54 -20.33
C 10.19 -17.41 -19.81
C 11.48 -17.88 -19.13
C 12.22 -16.76 -18.44
N 12.35 -18.56 -20.10
H 7.54 -18.00 -20.00
H 7.87 -19.15 -21.30
H 8.32 -17.44 -21.56
H 10.44 -16.63 -20.55
H 9.50 -16.98 -19.07
H 11.20 -18.63 -18.38
H 11.78 -16.62 -17.45
H 12.22 -15.86 -19.07
H 13.24 -17.08 -18.23
H 12.58 -17.89 -20.83
H 11.69 -19.21 -20.54
C 6.13 -7.48 -16.49
O 6.69 -8.64 -15.89
C 6.48 -9.83 -16.62
C 5.57 -10.82 -15.86
C 5.49 -12.15 -16.61
N 4.24 -10.27 -15.58
H 5.04 -7.54 -16.62
H 6.51 -7.33 -17.51
H 6.45 -6.64 -15.88
H 5.97 -9.59 -17.55
H 7.46 -10.30 -16.78
H 6.16 -11.03 -14.98
H 6.55 -12.37 -16.83
H 4.99 -12.04 -17.57
H 5.16 -13.03 -16.06
H 4.47 -9.40 -15.10
H 3.71 -10.03 -16.41
C 9.92 -18.34 -14.51
O 9.82 -16.99 -14.13
C 9.29 -16.27 -15.23
C 8.96 -14.88 -14.72
C 7.76 -14.84 -13.77
N 8.63 -13.92 -15.82
H 10.12 -19.02 -13.68
H 10.72 -18.56 -15.22
H 8.99 -18.68 -14.99
H 9.89 -16.23 -16.15
H 8.31 -16.71 -15.44
H 9.84 -14.45 -14.23
H 7.82 -15.62 -13.00
H 6.79 -14.89 -14.25
H 7.79 -13.90 -13.22
H 9.46 -13.80 -16.40
H 8.60 -12.99 -15.40
C 5.96 -19.79 -14.63
O 6.10 -20.12 -15.99
C 5.56 -21.34 -16.32
C 5.45 -21.61 -17.84
C 4.97 -23.00 -18.13
N 6.77 -21.40 -18.47
H 4.90 -19.75 -14.36
H 6.35 -18.80 -14.41
H 6.47 -20.42 -13.90
H 6.18 -22.16 -15.90
H 4.55 -21.57 -15.94
H 4.82 -20.78 -18.18
H 5.73 -23.73 -17.82
H 4.86 -23.19 -19.20
H 3.98 -23.12 -17.68
H 7.43 -21.85 -17.82
H 7.12 -20.45 -18.50
C 7.26 -6.54 -12.19
O 7.66 -7.84 -11.85
C 8.47 -8.48 -12.80
C 8.32 -9.98 -12.58
C 9.16 -10.84 -13.49
N 6.94 -10.47 -12.69
H 6.74 -6.62 -13.16
H 8.07 -5.84 -12.40
H 6.57 -6.07 -11.49
H 8.11 -8.29 -13.82
H 9.53 -8.21 -12.80
H 8.68 -10.02 -11.54
H 8.93 -11.90 -13.40
H 10.20 -10.76 -13.16
H 9.01 -10.62 -14.56
H 6.27 -9.91 -12.18
H 6.68 -10.41 -13.66
C 12.27 -18.50 -11.00
O 13.30 -17.97 -10.23
C 13.70 -16.62 -10.32
C 14.94 -16.32 -9.47
C 14.74 -16.88 -8.02
N 15.04 -14.84 -9.36
H 12.54 -18.45 -12.07
H 11.29 -18.02 -10.92
H 12.10 -19.57 -10.92
H 13.69 -16.30 -11.36
H 12.89 -15.99 -9.93
H 15.85 -16.71 -9.92
H 13.84 -17.50 -8.06
H 14.62 -16.10 -7.28
H 15.57 -17.56 -7.83
H 14.27 -14.49 -8.80
H 15.91 -14.59 -8.92
C 12.39 -14.17 -16.15
O 11.25 -13.86 -16.91
C 11.32 -12.61 -17.54
C 10.12 -12.30 -18.43
C 9.90 -13.48 -19.45
N 10.17 -11.01 -19.08
H 12.60 -13.43 -15.37
H 13.26 -14.17 -16.81
H 12.25 -15.10 -15.60
H 11.55 -11.84 -16.79
H 12.21 -12.48 -18.19
H 9.15 -12.32 -17.93
H 9.66 -14.35 -18.84
H 10.73 -13.82 -20.07
H 9.10 -13.13 -20.10
H 10.42 -10.31 -18.39
H 10.89 -10.97 -19.80
C 5.18 -15.05 -11.30
O 5.92 -14.67 -10.17
C 5.14 -14.13 -9.12
C 6.13 -13.58 -8.10
C 5.41 -13.21 -6.79
N 6.68 -12.32 -8.60
H 5.82 -15.71 -11.89
H 4.98 -14.19 -11.96
H 4.23 -15.56 -11.14
H 4.55 -13.30 -9.52
H 4.49 -14.88 -8.66
H 6.92 -14.30 -7.86
H 4.82 -14.01 -6.34
H 4.71 -12.40 -6.99
H 6.11 -12.96 -5.99
H 7.49 -12.03 -8.07
H 6.94 -12.28 -9.58
C 9.76 -21.22 -16.91
O 8.95 -22.39 -16.94
C 9.60 -23.44 -16.23
C 9.94 -23.07 -14.77
C 10.40 -24.24 -13.92
N 8.72 -22.50 -14.12
H 10.81 -21.46 -17.11
H 9.69 -20.68 -15.97
H 9.46 -20.49 -17.67
H 8.92 -24.30 -16.24
H 10.53 -23.79 -16.69
H 10.71 -22.30 -14.75
H 10.85 -23.86 -13.00
H 10.99 -25.01 -14.41
H 9.53 -24.79 -13.54
H 8.09 -23.30 -14.10
H 8.38 -21.80 -14.77
*
```

HOMO level in eV: -8.53
SMILES: COC[C@H](C)N.COC[C@H](C)N.COC[C@H](C)N.COC[C@H](C)N.COC[C@H](C)N.COC[C@H](C)N.COC[C@H](C)N.COC[C@H](C)N.COC[C@H](C)N.COC[C@H](C)N.COC[C@H](C)N
Gap between HOMO and LUMO in eV: 9.01


Of the structures shown above, y is the least stable.